1.
The following is a quantum chemistry calculation of 2 unconnected molecules or ions with the total composition C5H8NPS, from OMol25.

XYZ file:
```
16
Properties=species:S:1:pos:R:3:forces:R:3:mulliken_charge:R:1
C -1.964712 -0.891976 -0.223513 -1.94 -1.97 1.02 -0.414
C -1.525580 -2.197716 -0.018454 0.74 2.13 -0.64 -0.523
C -0.921833 0.070766 -0.241923 -0.58 -0.02 0.44 0.334
C 0.245518 -0.602420 -0.238903 0.95 1.48 0.10 0.297
C -1.208989 1.539517 -0.141594 -3.27 -2.11 -2.48 -1.208
N 2.586649 0.356801 -0.507591 -2.33 2.45 -1.27 -0.398
P 3.342364 -0.884230 0.034495 1.47 -3.09 3.01 0.027
S 0.210504 -2.247760 0.020198 -0.58 -0.63 -0.29 -0.157
H -3.101185 -0.713482 -0.192592 2.00 0.13 -0.27 0.213
H -2.074806 -3.088763 -0.075027 -0.66 -0.98 0.17 0.441
H -2.361215 1.663922 -0.144508 1.94 0.02 -0.23 0.283
H -0.861846 2.001769 0.680152 1.40 1.34 3.05 0.355
H -0.765166 1.970006 -0.992178 0.25 1.10 -1.15 0.326
H 2.529699 0.988673 0.278053 -0.41 0.70 0.07 0.284
H 2.972216 -1.919676 -0.757568 -0.10 -0.92 -1.19 0.069
H 2.476904 -1.402071 1.125526 1.15 0.35 -0.34 0.072
```
Positions in Å, forces in eV/Å.

Values from the calculation:
LUMO (spin up / spin down): -1.03 / -0.59 eV
Energy above the lowest of the compared OMol25 structures with the same formula, charge and spin: 109.86 kcal per mole

=====

2.
The following is a quantum chemistry calculation of a molecular structure, C5H8NS2, from OMol25.

XYZ file:
```
16
Properties=species:S:1:pos:R:3:forces:R:3:mulliken_charge:R:1
C 1.358706 0.925736 0.687862 1.23 2.18 0.92 -0.658
C 0.946643 0.211311 -0.507616 -0.55 0.18 0.10 0.095
C 0.814733 2.127133 1.162277 -0.48 -2.00 0.53 0.061
C -0.411108 -1.596193 -0.708396 -0.39 -1.35 -0.09 0.526
C -1.293447 -2.790852 -0.863032 2.21 -0.17 -0.74 -1.109
N -0.418367 2.694817 0.850697 0.08 -2.06 -1.53 -0.332
S -0.876732 -0.009481 -0.662087 0.03 -0.36 -0.26 -0.077
S 1.278427 -1.635534 -0.466912 -1.07 1.10 -0.49 0.022
H 2.409850 0.626281 0.972358 -1.37 0.68 0.19 0.258
H 1.224740 0.665292 -1.451492 0.49 -0.26 -0.35 0.468
H 1.309705 2.537313 2.066258 -0.26 0.10 -0.98 0.312
H -1.038306 -3.345136 -1.788709 0.21 0.21 0.51 0.335
H -2.314768 -2.610318 -0.927823 -1.78 0.78 0.15 0.424
H -1.066788 -3.403571 -0.010819 -0.07 -0.68 0.37 0.351
H -0.793770 3.450315 1.390052 0.05 0.04 0.21 0.243
H -1.129517 2.152887 0.257382 1.68 1.61 1.46 0.080
```
Positions in Å, forces in eV/Å.

Values from the calculation:
LUMO: -5.22 eV
Energy above the lowest of the compared OMol25 structures with the same formula, charge and spin: 24.63 kcal per mole
Charge: +1

=====

3.
The following is a quantum chemistry calculation of a molecular structure, C5H8NaO5Pd, from OMol25.

XYZ file:
```
20
Properties=species:S:1:pos:R:3:forces:R:3:mulliken_charge:R:1
C 1.907017 -0.257665 -1.175725 1.71 1.94 -1.08 0.664
O 3.108389 -0.457688 -1.335152 -1.14 -1.35 0.95 -0.713
O 1.136710 0.394660 -1.942395 5.68 -5.94 -3.44 -0.633
Na 4.993856 -1.455727 -1.243633 -0.05 0.10 -0.07 1.041
O 1.587699 0.971719 0.280421 2.98 0.15 2.75 -0.717
C 1.265378 0.364246 1.501454 1.40 -1.70 -1.25 -0.117
C 0.173143 -0.634079 1.176632 0.22 1.37 0.09 -0.345
O -0.766375 0.066579 0.534884 -0.57 -1.86 2.19 -0.192
C -2.067896 -0.406903 0.121316 -0.66 -0.69 -0.32 -0.397
C -2.629727 0.737662 -0.726960 -0.68 -0.16 0.33 -0.289
O -1.692903 1.180722 -1.645684 -2.62 0.35 -0.88 -0.735
Pd 0.025734 1.233907 -0.864632 -5.94 7.18 1.66 0.953
H 0.936488 1.005357 2.340593 -0.07 0.17 -0.61 0.353
H 2.135020 -0.226626 1.851166 -0.23 0.39 0.17 0.284
H -0.189962 -1.240940 2.017689 0.11 -0.81 -0.85 0.380
H 1.134770 -1.217550 -0.160393 -0.59 0.71 0.67 0.211
H -2.648199 -0.638869 1.023841 0.07 0.00 -0.31 0.333
H -1.889078 -1.294265 -0.502041 -0.11 0.12 0.21 0.303
H -2.978634 1.532592 -0.036372 0.18 -0.10 -0.22 0.275
H -3.541434 0.342872 -1.215011 0.29 0.12 0.02 0.340
```
Positions in Å, forces in eV/Å.

Values from the calculation:
LUMO (spin up / spin down): -5.07 / -5.32 eV
Spin multiplicity: 3
Charge: +1

=====

4.
The following is a quantum chemistry calculation of a gas-phase ion, C5H8O (charge -1), from OMol25.

XYZ file:
```
14
Properties=species:S:1:pos:R:3:forces:R:3:mulliken_charge:R:1
C -2.235791 -0.268083 0.771125 3.84 2.78 2.25 -1.049
C -0.919362 -0.111658 -0.024408 -0.76 1.30 -1.06 -0.474
C 0.362567 0.259908 0.437877 2.28 -0.63 -3.39 0.356
O 0.700114 0.961425 1.645302 0.55 -1.83 0.97 -0.478
C 1.628890 0.132247 -0.471253 -3.76 0.43 2.44 -0.499
C 1.708290 -0.436072 -1.703316 1.78 0.08 -1.60 -0.733
H -1.936196 -1.005175 1.517365 -1.31 -0.56 0.10 0.215
H -3.058593 -0.317268 0.145514 -1.59 -1.19 -1.09 0.379
H -2.435705 0.694292 1.362172 0.15 -1.01 -0.35 0.182
H -1.224242 0.057996 -1.126919 1.33 -0.43 1.35 0.040
H 1.422278 0.388565 2.062921 -1.54 1.30 -0.92 0.334
H 2.440442 0.683984 -0.056754 0.84 0.13 0.32 0.326
H 0.818080 -0.591392 -2.302021 0.06 -0.46 0.06 0.216
H 2.729223 -0.448771 -2.257608 -1.87 0.09 0.91 0.184
```
Positions in Å, forces in eV/Å.

Values from the calculation:
LUMO (spin up / spin down): 4.31 / 4.13 eV
Energy above the lowest of the compared OMol25 structures with the same formula, charge and spin: 31.60 kcal per mole
Spin multiplicity: 2
Charge: -1

=====

5.
The following is a quantum chemistry calculation of 2 unconnected molecules or ions with the total composition C5H8O, from OMol25.

XYZ file:
```
14
Properties=species:S:1:pos:R:3:forces:R:3:mulliken_charge:R:1
C 2.007765 -0.532882 -0.017805 0.09 -0.08 0.05 -1.165
C 0.726668 0.207064 -0.226790 -0.16 -0.14 -0.08 0.176
C -0.457672 -0.383182 -0.350805 0.25 0.03 -0.07 -0.273
C -1.701022 0.320564 -0.788128 0.01 0.00 -0.25 -1.218
C -0.919261 1.064006 1.994019 -0.14 -0.74 1.33 0.160
O -0.936810 0.231322 2.769031 0.01 0.94 -0.85 -0.188
H 2.565675 -0.151931 0.844326 -0.04 -0.05 -0.10 0.297
H 1.808575 -1.597885 0.137709 0.09 0.13 -0.01 0.301
H 2.652016 -0.430866 -0.899473 -0.02 -0.01 0.16 0.301
H 0.780177 1.294952 -0.313318 0.01 -0.18 0.00 0.356
H -1.662643 0.158658 -1.865265 -0.62 0.23 -0.24 0.347
H -0.536573 -1.468744 -0.287191 0.14 0.09 0.10 0.244
H -1.694861 1.399070 -0.595549 0.10 -0.25 -0.03 0.336
H -2.632040 -0.110145 -0.400763 0.26 0.03 -0.01 0.327
```
Positions in Å, forces in eV/Å.

Values from the calculation:
LUMO: 1.21 eV
Energy above the lowest of the compared OMol25 structures with the same formula, charge and spin: 26.84 kcal per mole

=====

6.
The following is a quantum chemistry calculation of C5H8O in the gas phase, from OMol25.

XYZ file:
```
14
Properties=species:S:1:pos:R:3:forces:R:3:mulliken_charge:R:1
C 0.240600 0.542473 -1.579518 -0.07 0.01 0.00 -1.345
C 0.836389 -0.005242 -0.300334 0.05 -0.04 -0.08 0.236
C 0.578616 0.635712 1.019052 0.04 0.19 0.11 -0.714
C 0.027558 -0.753435 0.740463 -0.21 -0.22 0.09 0.043
C -1.453108 -0.860927 0.715093 -0.06 -0.18 0.24 -0.153
O -2.071152 -1.618022 1.427610 0.20 0.09 -0.26 -0.494
H -0.730960 1.018995 -1.411812 0.14 -0.09 -0.01 0.289
H 0.901021 1.300737 -2.015359 -0.08 -0.13 0.11 0.350
H 0.108568 -0.252235 -2.321562 -0.01 0.12 0.10 0.317
H 1.833714 -0.423195 -0.425009 -0.15 0.08 0.03 0.342
H -0.146826 1.449563 1.058896 0.18 -0.19 -0.07 0.269
H 1.370674 0.701567 1.757173 -0.09 0.03 -0.13 0.253
H 0.501104 -1.591680 1.252797 -0.10 0.27 -0.12 0.363
H -2.013420 -0.180224 0.043164 0.17 0.06 -0.01 0.244
```
Positions in Å, forces in eV/Å.

Values from the calculation:
LUMO: 1.04 eV
Structure (SMILES): C[C@H]1C[C@H]1C=O
Energy above the lowest of the compared OMol25 structures with the same formula, charge and spin: 27.09 kcal per mole

=====

7.
The following is a quantum chemistry calculation of C5H8O in the gas phase, from OMol25.

XYZ file:
```
14
Properties=species:S:1:pos:R:3:forces:R:3:mulliken_charge:R:1
C -1.797876 -0.456199 -0.131321 -0.74 0.09 0.48 -0.669
C -1.365644 0.587766 0.560383 -0.87 -0.29 -0.08 -0.058
O -0.333590 0.519156 1.483778 -0.11 0.10 -0.30 -0.377
C 0.625562 1.120306 0.656190 0.64 0.28 -0.18 -0.666
C 1.122634 0.433441 -0.361125 -0.42 0.66 -0.08 0.095
C 1.109414 -1.046596 -0.429587 1.23 0.00 0.49 -0.977
H -2.455206 -0.291821 -0.973519 -0.29 -0.06 0.21 0.247
H -1.574486 -1.470142 0.169264 0.20 0.07 -0.24 0.286
H -1.694102 1.611837 0.387059 -0.01 -0.16 -0.23 0.373
H 0.790910 2.174084 0.830511 0.03 0.07 0.02 0.457
H 1.768694 0.896651 -1.095220 0.06 0.29 0.18 0.365
H 1.200894 -1.524751 -1.409720 -0.09 0.34 0.21 0.256
H 0.501346 -1.620790 0.267677 -0.06 0.45 -0.23 0.381
H 2.101452 -0.932948 0.045633 0.42 -1.85 -0.24 0.289
```
Positions in Å, forces in eV/Å.

Values from the calculation:
LUMO: 1.11 eV
Structure (SMILES): C=CO/C=C\C
Energy above the lowest of the compared OMol25 structures with the same formula, charge and spin: 75.08 kcal per mole

=====

8.
The following is a quantum chemistry calculation of 2 unconnected molecules or ions with the total composition C5H8O, from OMol25.

XYZ file:
```
14
Properties=species:S:1:pos:R:3:forces:R:3:mulliken_charge:R:1
C 2.512046 -0.097397 -1.248030 0.57 0.73 0.55 -0.734
C 2.116885 -0.439160 -0.048885 1.65 0.26 -1.03 0.449
C 1.624538 -0.992824 1.007691 -2.03 -0.35 -2.67 -0.666
H 2.477825 0.930694 -1.574425 -0.15 0.16 -0.01 0.236
H 3.148316 -0.746050 -1.833797 -0.36 -0.35 -0.10 0.257
H 0.616857 -1.239185 0.415227 1.44 -0.61 2.96 0.149
H 2.218197 -1.300072 1.859530 -0.87 0.07 0.26 0.354
C -2.926286 0.507364 0.524333 -0.18 0.13 -0.14 -0.930
C -1.627407 0.296702 0.398924 -0.19 -0.58 -0.59 0.371
O -0.788255 0.899453 -0.480143 0.16 0.51 0.28 -0.431
H -3.425296 1.329013 0.034145 -0.04 0.09 -0.24 0.243
H -3.554270 -0.205654 1.024634 0.04 0.04 0.54 0.236
H -1.121339 -0.510694 0.902108 -0.04 -0.04 0.17 0.185
H -1.271812 1.567811 -0.981313 0.01 -0.05 0.03 0.281
```
Positions in Å, forces in eV/Å.

Values from the calculation:
LUMO: 0.90 eV
Structure (SMILES): C=C=C.C=CO
Energy above the lowest of the compared OMol25 structures with the same formula, charge and spin: 93.70 kcal per mole

=====

9.
The following is a quantum chemistry calculation of a molecular structure, C5H8O, from OMol25.

XYZ file:
```
14
Properties=species:S:1:pos:R:3:forces:R:3:mulliken_charge:R:1
C -1.270074 0.862802 -0.362143 1.33 0.14 -0.57 -0.207
C -1.662719 -0.336516 0.370741 1.27 -0.24 0.04 -0.774
C 0.134633 0.185688 -0.276273 -1.39 -0.51 1.29 0.149
C 1.051852 -1.024309 -0.659613 -0.62 -0.23 -0.49 -0.297
O 1.960182 -0.729370 0.410576 -0.42 -0.01 -0.09 -0.396
C 1.392074 0.571181 0.574268 -0.83 0.23 0.53 -0.387
H -1.726359 1.041452 -1.332542 0.12 0.11 -0.03 0.262
H -1.282236 1.749111 0.278688 0.19 0.04 -0.42 0.245
H -1.973186 -0.313638 1.420116 0.61 0.30 -0.30 0.255
H -2.237489 -1.097499 -0.188241 1.06 0.12 0.13 0.242
H 0.608621 -2.010191 -0.528143 -0.01 0.02 -0.16 0.255
H 1.606088 -0.987344 -1.611920 -0.39 0.22 0.01 0.195
H 1.153514 0.838991 1.596646 0.13 -0.14 0.49 0.252
H 2.157102 1.307923 0.228446 -1.05 -0.05 -0.44 0.207
```
Positions in Å, forces in eV/Å.

Values from the calculation:
LUMO: 1.10 eV
Energy above the lowest of the compared OMol25 structures with the same formula, charge and spin: 106.37 kcal per mole

=====

10.
The following is a quantum chemistry calculation of C5H8O in the gas phase, from OMol25.

XYZ file:
```
14
Properties=species:S:1:pos:R:3:forces:R:3:mulliken_charge:R:1
C 1.630414 0.772719 0.060205 0.01 0.01 -0.02 -1.155
C 0.619884 -0.081617 -0.664323 0.65 -1.49 0.71 0.259
O 0.478888 -1.419283 0.152560 0.61 1.87 -1.01 -0.465
C -0.896928 -1.169340 0.194528 -1.01 0.29 -0.76 -0.067
C -1.347606 0.112069 0.783670 -0.19 0.22 0.48 -0.617
C -0.868689 0.143951 -0.626075 -0.36 -1.15 0.05 -0.263
H 2.539672 0.168060 0.120943 0.01 0.20 0.09 0.286
H 1.303711 1.004717 1.077725 0.06 -0.05 -0.17 0.239
H 1.870280 1.710076 -0.454135 -0.16 -0.18 -0.06 0.344
H 0.942083 -0.311883 -1.685950 0.05 -0.25 0.31 0.333
H -1.592877 -2.000327 0.111119 0.25 0.03 -0.07 0.373
H -2.424876 0.159982 0.881826 0.01 0.10 0.13 0.248
H -0.787294 0.610885 1.565400 -0.02 0.00 0.02 0.159
H -1.466662 0.299991 -1.517494 0.09 0.39 0.29 0.324
```
Positions in Å, forces in eV/Å.

Values from the calculation:
LUMO: 1.15 eV
Structure (SMILES): C[C@H]1O[C@H]2C[C@H]21
Energy above the lowest of the compared OMol25 structures with the same formula, charge and spin: 58.78 kcal per mole

=====

11.
The following is a quantum chemistry calculation of C5H8O in the gas phase, from OMol25.

XYZ file:
```
14
Properties=species:S:1:pos:R:3:forces:R:3:mulliken_charge:R:1
C 2.846036 -0.066350 -0.153919 0.44 0.18 -0.22 -0.706
C 1.519600 -0.103140 0.121767 -0.73 -0.05 0.05 -0.002
C 0.321313 -0.133088 -0.629987 0.90 0.40 0.59 -0.413
C -1.004931 0.389106 -0.256299 -0.31 -0.41 -0.48 0.600
C -2.007096 -0.775824 -0.131829 -0.04 0.01 0.03 -1.262
O -1.221721 1.206917 0.893853 0.52 0.08 -0.02 -0.541
H 3.530685 -0.458565 0.595948 -0.08 0.47 -0.01 0.243
H 1.434678 -0.234817 1.204527 -0.76 -0.42 0.11 0.254
H 3.302574 0.410994 -1.012865 -0.20 -0.37 -0.29 0.263
H -1.297679 0.945192 -1.171760 0.03 0.01 0.19 0.201
H -1.783052 -1.363640 0.763613 0.03 0.08 -0.13 0.333
H -3.022523 -0.379604 -0.029050 0.22 -0.01 -0.02 0.316
H -1.955339 -1.425657 -1.007033 0.02 0.10 0.12 0.381
H -0.662540 1.988475 0.813028 -0.03 -0.06 0.09 0.334
```
Positions in Å, forces in eV/Å.

Values from the calculation:
LUMO (spin up / spin down): -0.54 / -0.70 eV
Energy above the lowest of the compared OMol25 structures with the same formula, charge and spin: 109.78 kcal per mole

=====

12.
The following is a quantum chemistry calculation of a molecular structure, C5H8O, from OMol25.

XYZ file:
```
14
Properties=species:S:1:pos:R:3:forces:R:3:mulliken_charge:R:1
C -0.302407 0.878641 1.367763 1.02 0.67 0.47 -0.888
C -0.691021 -0.384214 0.757171 -1.23 0.24 0.38 -0.512
C -0.276898 -0.762096 -0.734118 -0.93 0.37 0.68 0.157
C 0.257085 0.489160 -1.429576 -0.14 0.32 -0.09 -0.514
O 1.502467 0.323578 -0.678235 0.12 0.12 -0.28 -0.313
C 1.114498 -0.965310 -0.435715 1.44 -0.79 -0.22 -0.422
H -0.662835 1.826728 0.981266 0.14 -0.18 -0.10 0.309
H 0.275770 0.917378 2.288511 -0.10 0.01 -0.15 0.240
H -1.618822 0.230851 1.224828 -0.38 -1.10 -0.93 0.260
H -0.625973 -1.256711 1.403289 0.21 0.08 -0.05 0.358
H -0.914815 -1.492741 -1.229538 0.06 0.18 0.13 0.391
H -0.216670 1.440524 -1.198715 0.02 0.00 -0.09 0.257
H 0.442833 0.372137 -2.503380 -0.02 -0.02 0.26 0.259
H 1.716789 -1.617924 0.186450 -0.23 0.10 0.00 0.418
```
Positions in Å, forces in eV/Å.

Values from the calculation:
LUMO (spin up / spin down): 1.04 / 0.91 eV
Energy above the lowest of the compared OMol25 structures with the same formula, charge and spin: 151.63 kcal per mole

=====

Table of maximum force (eV Å⁻¹), in record order: 4.61 2.75 9.47 5.24 1.53 0.34 1.91 3.37 1.97 2.21 1.14 1.66